# 1
Below is one molecule with the formula CH4N2S2 in a non-equilibrium geometry, with properties calculated with ωB97M-V/def2-TZVPD.

XYZ file:
```
9
Properties=species:S:1:pos:R:3:lowdin_charge:R:1
C -1.144 -0.914 -0.059 -0.40
H 1.956 -0.445 -0.502 -0.16
H -0.396 -1.697 -1.764 0.07
H -2.005 -1.611 -0.199 0.13
H 1.078 0.336 1.344 -0.20
N -0.233 -0.974 -1.082 -0.39
N -1.251 -0.112 0.949 -0.42
S 1.130 0.089 -1.400 0.73
S -0.091 0.943 1.550 0.65
```

Results
Net charge = 0
Total energy = -946.3234 hartree
SMILES string = S/N=C\NS
LUMO level = 0.4641 eV

=====

# 2
Below is an isolated ion of composition C4H12N3 and charge +1 in a non-equilibrium geometry, with properties calculated with ωB97M-V/def2-TZVPD.

XYZ file:
```
19
Properties=species:S:1:pos:R:3:lowdin_charge:R:1
C 0.315 -1.254 0.154 -0.13
C 1.321 -0.225 -0.229 -0.04
C -1.047 -0.581 -0.151 -0.48
C 2.381 0.342 0.702 -0.04
N -0.534 0.740 -0.058 -0.05
N -2.116 -0.859 0.813 0.06
N -1.181 1.613 -1.011 0.16
H 0.565 -2.130 -0.434 0.13
H 0.304 -1.409 1.247 0.13
H 1.696 -0.132 -1.218 0.11
H -1.419 -0.761 -1.268 0.17
H 2.050 1.401 0.802 0.11
H 3.360 0.292 0.186 0.10
H 2.467 -0.302 1.559 0.08
H -2.356 -1.820 0.665 0.07
H -1.808 -0.553 1.777 0.12
H -0.504 2.249 -1.397 0.16
H -1.764 2.250 -0.417 0.19
H -1.732 1.140 -1.722 0.16
```

Results
Net charge = +1
Total energy = -323.4855 hartree
LUMO level = -4.0306 eV

=====

# 3
Below is C43H39As2Cl2N4O2Rh as an isolated structure in a non-equilibrium geometry, with properties calculated with ωB97M-V/def2-TZVPD.

XYZ file:
```
93
Properties=species:S:1:pos:R:3:mulliken_spin:R:1
Rh 0.194 0.070 -0.420 2.09
C -3.904 -0.526 0.295 0.03
C -3.897 0.824 -0.395 0.04
As -2.089 1.662 -0.166 0.08
C -2.646 3.540 -0.381 0.02
C -3.264 3.917 -1.572 0.01
C -3.681 5.222 -1.765 0.00
C -3.470 6.170 -0.776 0.01
C -2.817 5.814 0.391 -0.01
C -2.396 4.510 0.582 0.00
C -2.050 1.520 1.776 0.02
C -1.049 0.783 2.397 0.19
C -1.019 0.645 3.773 0.01
C -2.007 1.230 4.548 0.00
C -3.031 1.938 3.938 0.00
C -3.053 2.080 2.562 0.00
As -2.171 -1.426 -0.090 0.09
C -2.394 -1.417 -2.039 0.06
C -1.479 -0.719 -2.818 0.06
C -1.606 -0.663 -4.194 0.01
C -2.678 -1.288 -4.810 0.00
C -3.609 -1.973 -4.043 0.00
C -3.464 -2.044 -2.668 0.00
C -2.684 -3.274 0.247 0.04
C -3.360 -3.611 1.415 0.01
C -3.695 -4.927 1.675 0.00
C -3.349 -5.925 0.778 0.01
C -2.639 -5.604 -0.366 0.00
C -2.300 -4.287 -0.623 0.00
H -4.737 -1.157 -0.040 0.00
H -3.989 -0.402 1.381 0.00
H -4.660 1.496 0.013 0.00
H -4.093 0.702 -1.466 0.00
H -3.422 3.172 -2.350 0.00
H -4.173 5.506 -2.684 0.00
H -3.807 7.186 -0.920 0.00
H -2.640 6.553 1.158 0.00
H -1.878 4.233 1.492 0.00
H -0.279 0.303 1.782 -0.09
H -0.230 0.074 4.240 0.00
H -1.986 1.131 5.624 0.00
H -3.815 2.381 4.536 0.00
H -3.861 2.634 2.094 0.00
H -0.627 -0.226 -2.310 -0.06
H -0.868 -0.138 -4.781 0.00
H -2.790 -1.246 -5.884 0.00
H -4.449 -2.461 -4.519 0.00
H -4.189 -2.598 -2.078 0.00
H -3.609 -2.829 2.127 0.00
H -4.229 -5.183 2.580 0.00
H -3.621 -6.952 0.977 0.00
H -2.352 -6.381 -1.059 0.00
H -1.735 -4.034 -1.515 0.00
N 2.640 -0.059 0.947 0.04
C 3.399 -1.225 0.905 -0.01
C 4.180 -1.505 -0.218 0.00
C 4.910 -2.675 -0.281 0.00
C 4.859 -3.594 0.756 0.01
C 4.084 -3.320 1.870 0.00
C 3.368 -2.142 1.954 0.01
H 2.372 0.228 1.880 0.00
H 3.037 0.703 0.410 -0.01
H 4.190 -0.805 -1.041 0.00
H 5.538 -2.870 -1.140 0.00
H 5.415 -4.516 0.693 0.00
H 4.044 -4.029 2.684 0.00
H 2.766 -1.931 2.825 0.00
Cl 2.093 1.054 -2.285 0.03
C 2.440 2.520 -1.435 0.20
C 3.468 3.363 -1.780 -0.11
C 3.724 4.495 -1.009 0.23
C 2.944 4.773 0.109 -0.11
C 1.912 3.935 0.456 0.17
Cl 0.945 4.255 1.841 0.02
C 1.593 2.757 -0.293 0.03
N 0.648 1.931 0.020 0.76
H 4.082 3.139 -2.639 0.00
H 4.534 5.153 -1.277 0.02
H 3.148 5.642 0.717 0.00
C 2.700 -4.198 -2.271 0.00
N 1.892 -3.797 -1.146 0.00
C 1.735 -4.559 -0.035 0.00
C 0.987 -4.147 1.006 0.01
C 0.364 -2.837 0.965 -0.01
O -0.366 -2.402 1.859 0.01
N 0.615 -2.096 -0.149 0.06
C 1.324 -2.528 -1.199 -0.01
O 1.450 -1.830 -2.200 0.01
H 2.870 -5.270 -2.240 0.00
H 3.657 -3.671 -2.246 0.00
H 2.180 -3.920 -3.189 0.00
H 2.239 -5.516 -0.044 0.00
H 0.844 -4.749 1.887 0.00
```

Results
Net charge = 0
Total energy = -7533.8752 hartree
LUMO level (spin up / spin down) = 0.6747 / -1.3506 eV
Expectation value of S² = 6.06
Multiplicity = 5

=====

# 4
Below is C26H32CoN5O4 as an isolated structure, with properties calculated with ωB97M-V/def2-TZVPD.

XYZ file:
```
68
Properties=species:S:1:pos:R:3:mulliken_spin:R:1
Co -0.690 0.138 0.960 0.93
C 1.472 6.444 -1.354 0.00
C 1.337 4.978 -1.029 0.00
C 2.409 4.182 -0.773 0.00
C 2.276 2.789 -0.492 0.00
C 3.494 2.111 -0.332 0.00
N 3.838 0.846 -0.444 0.00
C 3.117 -0.280 -1.045 0.00
C 2.719 -0.001 -2.493 0.00
C 2.077 -1.209 -3.168 0.00
N 0.951 -1.682 -2.366 0.00
C 0.622 -2.917 -2.155 0.00
C -0.381 -3.319 -1.241 0.00
C -0.710 -4.689 -1.123 0.00
C -1.622 -5.138 -0.209 0.00
C -1.982 -6.597 -0.081 0.00
C -2.218 -4.175 0.632 0.00
C -1.918 -2.835 0.594 0.00
C -2.625 -1.902 1.480 -0.01
N -2.253 -0.708 1.701 -0.01
C -3.129 0.176 2.475 0.00
C -3.868 1.192 1.566 0.00
C -3.391 1.299 0.115 0.00
N -1.965 1.558 0.024 0.05
C -1.558 2.648 -0.467 0.00
C -0.152 3.063 -0.579 -0.01
C 0.066 4.368 -0.943 0.00
C 0.972 2.201 -0.301 0.01
O 0.873 1.016 0.122 0.01
C -0.991 -2.351 -0.380 0.00
O -0.693 -1.114 -0.491 -0.01
H 2.479 6.683 -1.692 0.00
H 1.259 7.060 -0.478 0.00
H 0.775 6.738 -2.139 0.00
H 3.408 4.606 -0.819 0.00
H 4.345 2.745 -0.098 0.00
H 4.805 0.662 -0.226 0.00
H 2.230 -0.483 -0.453 0.00
H 3.791 -1.135 -0.998 0.00
H 3.592 0.294 -3.077 0.00
H 2.015 0.833 -2.519 0.00
H 2.789 -2.026 -3.297 0.00
H 1.725 -0.914 -4.156 0.00
H 0.404 -1.009 -1.798 0.00
H 1.173 -3.676 -2.709 0.00
H -0.222 -5.400 -1.783 0.00
H -1.486 -7.192 -0.846 0.00
H -3.058 -6.749 -0.183 0.00
H -1.687 -6.991 0.894 0.00
H -2.956 -4.507 1.358 0.00
H -3.537 -2.270 1.956 0.00
H -2.495 0.714 3.172 0.00
H -3.853 -0.417 3.038 0.00
H -3.792 2.176 2.028 0.00
H -4.928 0.934 1.529 0.00
H -3.971 2.084 -0.382 0.00
H -3.588 0.361 -0.411 0.00
H -2.287 3.384 -0.828 0.01
H -0.809 4.982 -1.141 0.00
N 0.841 -1.148 2.235 0.06
C 1.120 -0.312 3.418 0.00
C 0.440 1.069 3.397 0.00
O 0.724 1.847 4.289 0.00
O -0.428 1.272 2.466 -0.01
H 0.472 -2.054 2.491 -0.01
H 1.678 -1.308 1.691 -0.01
H 2.187 -0.140 3.546 0.00
H 0.771 -0.806 4.324 0.00
```

Results
Net charge = +1
Total energy = -2967.3377 hartree
LUMO level (spin up / spin down) = -3.3415 / -3.3435 eV
Expectation value of S² = 0.76
Multiplicity = 2